Formula: C27H39BFIN6O2Si
Source: OMol25
Level of theory: wB97M-V/def2-TZVPD

Results
SMILES = CCOB(O)[Si@@](C)(F)I.c1cc[nH]c1.c1cc[nH]c1.c1cc[nH]c1.c1cc[nH]c1.c1cc[nH]c1.c1cc[nH]c1
HOMO-LUMO gap = 0.2799 Eh
HOMO level = -0.295 Ha

Each line ends with the Mulliken charge.
Geometry (Å):
C (-0.002149, 2.031863, 8.803383)  -0.9841
C (0.734563, 0.639001, 8.826322)  -0.2542
O (1.935993, 0.578388, 8.042630)  -0.5081
B (1.701618, 0.773353, 6.662900)  0.5802
O (1.993145, 2.090413, 6.123045)  -0.5171
Si (1.064573, -0.563243, 5.380277)  0.3871
C (-0.816743, -0.681350, 5.195830)  -1.0532
F (1.646575, -0.065405, 3.859022)  -0.2648
I (2.085801, -2.815050, 5.722859)  -0.1782
H (-0.992631, 1.885616, 8.302314)  0.2603
H (0.579935, 2.850274, 8.330790)  0.2999
H (-0.161279, 2.341049, 9.866909)  0.3231
H (1.044977, 0.430942, 9.880412)  0.3001
H (0.032135, -0.192245, 8.554546)  0.2953
H (1.111564, 2.451862, 5.941905)  0.3056
H (-1.389670, -0.553675, 6.143723)  0.3615
H (-1.040403, -1.715900, 4.822288)  0.2988
H (-1.249818, 0.039893, 4.459594)  0.3286
C (0.612050, 0.365336, -0.778788)  -0.0023
C (0.996460, 0.584577, 0.569376)  -0.9639
C (1.311888, -0.636603, 1.109088)  -0.6473
N (1.127682, -1.584895, 0.138117)  0.0324
C (0.705793, -0.983796, -1.016715)  -0.6616
H (0.302219, 1.112351, -1.493972)  0.4367
H (1.038424, 1.530230, 1.085740)  0.4357
H (1.647253, -0.910668, 2.089316)  0.7344
H (1.279235, -2.569848, 0.255661)  0.1880
H (0.508681, -1.566230, -1.903278)  0.4354
C (7.192824, 2.418594, 6.843252)  -0.4711
C (5.986487, 2.024425, 6.209848)  -0.5866
C (4.999254, 2.037694, 7.162684)  -0.4042
N (5.566898, 2.420274, 8.347587)  0.0197
C (6.901807, 2.659734, 8.161475)  -0.5169
H (8.163984, 2.515772, 6.384653)  0.3894
H (5.855735, 1.761533, 5.172128)  0.4003
H (3.953070, 1.810467, 7.096183)  0.6247
H (5.078451, 2.511614, 9.219111)  0.1958
H (7.526494, 2.978019, 8.980070)  0.3857
C (-1.668098, 3.462431, -4.594537)  -0.7639
C (-0.740678, 3.484346, -5.667430)  -0.3273
C (-0.034640, 2.308564, -5.622424)  -0.6168
N (-0.497350, 1.579636, -4.560287)  0.0765
C (-1.497608, 2.275123, -3.931320)  -0.3374
H (-2.380404, 4.229925, -4.338401)  0.4499
H (-0.606076, 4.273154, -6.391421)  0.4845
H (0.755249, 1.928576, -6.250284)  0.3586
H (-0.155882, 0.676865, -4.284753)  0.2518
H (-1.997860, 1.865238, -3.068236)  0.3648
C (-2.216036, -3.340600, -5.311761)  -0.8984
C (-2.802419, -3.286326, -4.021559)  -0.1684
C (-2.558327, -2.035164, -3.514206)  -0.4717
N (-1.843470, -1.334909, -4.446867)  0.1849
C (-1.634322, -2.121072, -5.548016)  -0.3390
H (-2.220704, -4.178124, -5.990623)  0.3873
H (-3.343098, -4.075214, -3.521727)  0.4311
H (-2.829269, -1.583971, -2.572817)  0.3431
H (-1.521821, -0.390368, -4.339482)  0.1861
H (-1.090820, -1.746388, -6.400349)  0.4037
C (1.530616, 2.368553, -10.425579)  -0.6987
C (0.322841, 1.975889, -11.055151)  -0.3243
C (-0.660439, 1.990403, -10.098111)  -0.6511
N (-0.091021, 2.372470, -8.914407)  0.1667
C (1.243194, 2.610012, -9.105737)  -0.1513
H (2.500475, 2.464816, -10.886993)  0.3910
H (0.188633, 1.712991, -12.092292)  0.3926
H (-1.711925, 1.761487, -10.157150)  0.3724
H (-0.578137, 2.465341, -8.038881)  0.1408
H (1.871375, 2.928145, -8.289142)  0.3502
C (-5.205106, -6.317052, 0.042813)  -0.4171
C (-6.355836, -5.763985, -0.574050)  -0.4972
C (-5.997047, -4.545019, -1.090430)  -0.3535
N (-4.674395, -4.339666, -0.804490)  0.0439
C (-4.182615, -5.417141, -0.118488)  -0.4694
H (-5.133748, -7.267625, 0.546791)  0.3888
H (-7.336087, -6.209190, -0.633684)  0.3838
H (-6.566336, -3.808493, -1.633524)  0.3641
H (-4.146273, -3.525031, -1.059568)  0.2013
H (-3.152101, -5.449455, 0.195307)  0.3627

Cartesian forces (eV/Å) of the 2 atoms listed first:
-0.2 -0.6 0.4
-0.2 0.0 1.2

Formula: C27H39ClN7O5SSc
Source: OMol25
Level of theory: wB97M-V/def2-TZVPD

Results
HOMO-LUMO gap = 0.2299 Eh
HOMO level = -0.455 Ha
Total charge = +2
Energy above the lowest of the compared OMol25 structures with the same formula, charge and spin = 10.9 kcal per mole

Each line ends with the Mulliken charge.
Geometry (Å):
Sc (8.342988, 11.879929, 14.463677)  0.3054
C (8.603863, 14.100855, 16.797577)  -0.8233
C (8.492957, 12.726749, 17.441787)  -0.9103
N (7.754840, 11.716746, 16.633680)  -0.0259
C (6.294609, 11.665201, 16.942056)  -0.7474
C (5.549705, 12.832129, 16.351169)  -0.7270
S (6.015900, 13.176321, 14.607688)  -0.0731
C (6.706237, 14.871765, 14.673727)  -0.5792
C (8.218961, 15.104487, 14.631305)  -1.0369
N (8.909620, 13.990479, 15.338532)  0.1179
H (9.387893, 14.629347, 17.293521)  0.4651
H (7.706001, 14.700058, 16.963473)  0.3163
H (8.102907, 12.774125, 18.450327)  0.4773
H (9.539408, 12.347737, 17.513805)  0.4253
H (8.151477, 10.805830, 16.910578)  0.3717
H (6.071362, 11.648062, 18.034957)  0.4017
H (5.843277, 10.788903, 16.466611)  0.3824
H (5.724862, 13.781921, 16.866788)  0.3343
H (4.508744, 12.626175, 16.351487)  0.5960
H (6.178968, 15.280682, 15.559799)  0.6293
H (6.254660, 15.368869, 13.819861)  0.3447
H (8.380195, 15.993487, 15.215410)  0.4612
H (8.560029, 15.242266, 13.602366)  0.4149
H (9.938192, 14.058637, 15.190916)  0.3930
O (11.819615, 6.566302, 13.456991)  -0.4287
C (11.325719, 7.652829, 12.844242)  0.4983
O (11.882308, 8.217719, 11.931008)  -0.4780
C (10.026929, 8.220714, 13.312704)  0.1074
C (8.768707, 7.759905, 13.037492)  -0.1625
N (7.886985, 8.653237, 13.559592)  -0.3192
N (8.548383, 9.720748, 14.057688)  0.1774
C (9.858793, 9.446795, 13.936440)  -0.0259
C (10.858842, 10.476139, 14.426148)  0.6872
O (12.011261, 10.250704, 14.629518)  -0.5241
O (10.199594, 11.605135, 14.719289)  -0.4761
H (11.277569, 6.250382, 14.189530)  0.3707
H (8.443002, 6.816684, 12.525916)  0.4570
H (6.915100, 8.780710, 13.437772)  0.1515
C (5.153678, 15.371300, 10.590166)  -1.6496
C (6.266070, 15.768788, 9.605215)  2.5052
C (7.514863, 16.239952, 10.410743)  -1.0050
C (5.697223, 16.995695, 8.910856)  -1.9017
C (6.673519, 14.622525, 8.615370)  1.0774
O (5.604828, 14.438948, 7.685329)  -0.6659
C (8.030408, 14.806905, 7.837133)  -0.9489
C (8.241436, 16.011249, 6.849003)  -1.1617
C (9.157732, 17.077541, 7.359932)  0.1287
C (10.472342, 16.739418, 7.683670)  -0.2613
C (11.275437, 17.681863, 8.329733)  -0.7730
C (10.785624, 18.946763, 8.715991)  0.2077
Cl (11.739507, 19.915700, 9.795483)  -0.2000
C (9.527920, 19.311763, 8.284292)  -0.7421
C (8.722747, 18.368264, 7.633870)  0.0916
C (6.657708, 13.193470, 9.214961)  -2.1948
N (7.510123, 12.977002, 10.373967)  0.9474
C (7.114634, 12.821014, 11.610921)  -0.4897
N (8.173845, 12.543606, 12.376394)  0.3338
C (9.251384, 12.574734, 11.487272)  -0.6783
N (8.862878, 12.830347, 10.279681)  -0.7626
H (4.818490, 16.337098, 11.056791)  0.5186
H (5.469436, 14.751267, 11.453828)  -0.0403
H (4.298070, 14.914560, 10.102122)  0.3811
H (7.184303, 16.758629, 11.276142)  0.6621
H (8.116944, 16.858577, 9.757425)  -0.2656
H (8.061556, 15.331490, 10.738281)  -0.0630
H (5.499576, 17.785750, 9.642713)  0.4641
H (4.745847, 16.752995, 8.438514)  0.4853
H (6.396364, 17.411316, 8.153924)  0.1416
H (5.573213, 15.132966, 7.006627)  0.5222
H (8.130968, 13.863626, 7.280143)  0.5103
H (8.843974, 14.883813, 8.560212)  0.5062
H (7.277104, 16.380267, 6.495517)  0.5020
H (8.737857, 15.540593, 5.957857)  0.3830
H (10.806706, 15.732730, 7.471826)  0.4995
H (12.309004, 17.465985, 8.610059)  0.3986
H (9.197984, 20.296417, 8.563736)  0.4365
H (7.725340, 18.686228, 7.353976)  0.3762
H (7.012321, 12.504838, 8.441070)  0.5259
H (5.649187, 12.980775, 9.586882)  0.2993
H (6.058872, 12.893454, 11.913800)  0.8578
H (10.307813, 12.423480, 11.770655)  0.4931

Cartesian forces (eV/Å) of the 2 atoms listed first:
-0.4 0.9 -0.1
-0.5 -0.5 -0.3

Formula: C27H39GeNO8RuS
Source: OMol25
Level of theory: wB97M-V/def2-TZVPD

Results
HOMO-LUMO gap (spin up / spin down) = 0.3203 / 0.2441 Eh
HOMO level (spin up / spin down) = -0.403 / -0.405 Ha
Total charge = +1
Multiplicity = 6
Energy above the lowest of the compared OMol25 structures with the same formula, charge and spin = 0.0 kcal per mole

Each line ends with the natural charge from an NBO analysis.
Geometry (Å):
Ru (-1.288492, 0.520630, 0.060072)  1.6352
O (0.583119, -0.431878, -3.764510)  -0.6309
C (-0.097271, -0.561610, -2.646792)  0.8206
O (0.337841, -0.238691, -1.555741)  -0.6562
C (-1.478900, -1.145965, -2.847586)  -0.1878
O (-2.072305, -1.446026, -1.604771)  -0.5205
C (-1.685491, -2.712250, -1.061990)  -0.1712
C (-0.527178, -2.505241, -0.095524)  0.8125
O (-0.640523, -1.653256, 0.784492)  -0.6796
O (0.495866, -3.261999, -0.259998)  -0.7470
H (1.428345, 0.008740, -3.577615)  0.5150
H (-2.090090, -0.387142, -3.335299)  0.2639
H (-1.415432, -2.021420, -3.497871)  0.2223
H (-2.537580, -3.089614, -0.496445)  0.2362
H (-1.430196, -3.415899, -1.853068)  0.2076
O (-0.331776, 1.330883, 1.721457)  -0.5875
N (-1.185386, 1.973325, 2.533232)  0.0042
C (-0.672571, 3.008387, 3.229722)  0.0466
C (-1.454377, 3.715388, 4.098906)  -0.2421
C (-2.794135, 3.349016, 4.239102)  -0.1373
C (-3.295413, 2.300990, 3.508763)  -0.2211
C (-2.484070, 1.579361, 2.622712)  0.0571
S (-3.086165, 0.235730, 1.716104)  -0.1106
H (0.370212, 3.197326, 3.028405)  0.2462
H (-1.027286, 4.537077, 4.653090)  0.2463
H (-3.439285, 3.893376, 4.914548)  0.2398
H (-4.331551, 2.006080, 3.585332)  0.2483
C (-3.568951, 7.276168, -4.380995)  -0.6342
C (-3.188218, 6.061951, -3.585756)  0.0396
C (-3.658796, 4.802297, -3.930858)  -0.2272
C (-3.300409, 3.664587, -3.219613)  0.0614
C (-3.847538, 2.331456, -3.649670)  -0.6325
C (-2.467427, 3.813683, -2.101833)  -0.2394
C (-1.986583, 5.077394, -1.721024)  0.1516
C (-1.091031, 5.277730, -0.529213)  -0.6508
C (-2.344464, 6.176255, -2.486301)  -0.2588
C (-2.113554, 2.635470, -1.278838)  0.8027
O (-2.133765, 2.677952, -0.024096)  -0.6915
O (-1.761824, 1.529994, -1.827749)  -0.7706
H (-4.309965, 7.035466, -5.141233)  0.2202
H (-2.696832, 7.700099, -4.881366)  0.2288
H (-3.983750, 8.050136, -3.734520)  0.2275
H (-4.319409, 4.699302, -4.783614)  0.2110
H (-4.510200, 2.458275, -4.503797)  0.2219
H (-4.417638, 1.854796, -2.849650)  0.2225
H (-3.047826, 1.650589, -3.935904)  0.2175
H (-1.658261, 5.213681, 0.399409)  0.2306
H (-0.620174, 6.258404, -0.578996)  0.2179
H (-0.302616, 4.525703, -0.478229)  0.2134
H (-1.960258, 7.152206, -2.211754)  0.2114
C (4.075380, -2.274082, 3.500071)  -0.6150
C (3.074523, -2.988898, 4.397757)  -0.3974
C (2.257760, -4.068077, 3.693889)  -0.3974
C (1.294850, -3.535618, 2.628399)  -0.8492
Ge (2.007934, -3.020622, 0.879794)  1.5619
C (3.217802, -4.211658, -0.077777)  -0.8596
C (4.557415, -4.537491, 0.581199)  -0.3979
C (5.411225, -5.490965, -0.254388)  -0.3923
C (4.820722, -6.889244, -0.380789)  -0.6107
H (4.684603, -1.573149, 4.071361)  0.2278
H (3.585636, -1.683062, 2.721522)  0.1928
H (4.754748, -2.981725, 3.020958)  0.2060
H (2.388112, -2.258792, 4.837490)  0.1978
H (3.607234, -3.443150, 5.235753)  0.2144
H (1.665156, -4.595495, 4.445401)  0.2179
H (2.928883, -4.819271, 3.267206)  0.1966
H (0.742599, -2.674595, 3.012164)  0.2448
H (0.544190, -4.296927, 2.395509)  0.2406
H (2.293007, -1.525671, 0.658522)  -0.1680
H (3.392079, -3.744963, -1.052172)  0.2325
H (2.646574, -5.121722, -0.277538)  0.2371
H (4.396624, -4.978485, 1.569350)  0.1969
H (5.116542, -3.612823, 0.749582)  0.2062
H (6.402986, -5.555904, 0.198786)  0.2106
H (5.561311, -5.058877, -1.248693)  0.1965
H (4.632946, -7.323784, 0.603572)  0.2037
H (5.500930, -7.555342, -0.910578)  0.2224
H (3.877809, -6.888524, -0.929476)  0.1981

Cartesian forces (eV/Å) of the 2 atoms listed first:
-0.3 -0.2 0.1
0.0 0.0 0.0

Formula: C27H39MoN3O2S3Sb
Source: OMol25
Level of theory: wB97M-V/def2-TZVPD

Results
HOMO-LUMO gap (spin up / spin down) = 0.2600 / 0.2587 Eh
HOMO level (spin up / spin down) = -0.373 / -0.377 Ha
Total charge = +1
Multiplicity = 3
Energy above the lowest of the compared OMol25 structures with the same formula, charge and spin = 12.6 kcal per mole

Each line ends with the Mulliken spin population.
Geometry (Å):
Mo (0.330825, 0.322354, -0.240254)  2.1131
O (1.058467, -0.754319, 1.781304)  -0.0162
C (1.266543, -2.191194, 1.822740)  0.0079
C (0.006781, -2.918380, 2.252371)  -0.0083
C (-1.223252, -2.435556, 1.482801)  0.0334
C (-1.134601, -2.753126, 0.016728)  -0.0394
C (-1.492477, -4.013885, -0.448534)  -0.0023
C (-1.463006, -4.280831, -1.801927)  -0.0002
C (-1.076970, -3.268397, -2.668872)  -0.0042
C (-0.701529, -2.053011, -2.140860)  0.0010
N (-0.716635, -1.794360, -0.819653)  -0.0197
H (0.722063, -0.470928, 2.638667)  -0.0019
H (2.088669, -2.410666, 2.501639)  0.0010
H (1.570217, -2.478455, 0.820886)  0.0002
H (-0.161361, -2.784107, 3.325906)  -0.0010
H (0.165190, -3.985596, 2.083944)  0.0000
H (-1.330902, -1.358487, 1.599100)  0.0002
H (-2.121329, -2.892616, 1.897824)  -0.0012
H (-1.815112, -4.765965, 0.262777)  0.0000
H (-1.751044, -5.254790, -2.178446)  -0.0001
H (-1.060028, -3.411759, -3.741047)  -0.0002
H (-0.376084, -1.251868, -2.787798)  -0.0010
O (1.587655, -0.867955, -1.096771)  0.0570
C (2.841617, -1.305700, -1.161808)  0.0034
C (3.115891, -2.554278, -1.719021)  0.0149
C (4.416514, -3.016666, -1.760403)  -0.0096
C (5.462831, -2.247956, -1.246905)  0.0199
C (5.187700, -1.012507, -0.704811)  -0.0098
C (3.875003, -0.529124, -0.661189)  0.0025
C (3.540723, 0.794235, -0.160682)  0.0459
N (2.336782, 1.333862, 0.082350)  -0.0505
C (2.591910, 2.637244, 0.505300)  0.0210
C (3.916185, 2.873356, 0.533333)  0.0037
N (4.494890, 1.702403, 0.115455)  0.0045
H (2.290462, -3.136407, -2.112313)  0.0003
H (4.625597, -3.988036, -2.191375)  -0.0004
H (6.478895, -2.617739, -1.275957)  0.0012
H (6.008282, -0.426952, -0.301490)  0.0002
H (1.823331, 3.329528, 0.756551)  -0.0118
H (4.480614, 3.751459, 0.797255)  0.0000
H (5.478220, 1.550358, -0.024789)  -0.0007
S (-3.192650, 1.605725, -2.937076)  0.0511
C (-1.981261, 1.231948, -1.924273)  0.0233
S (-0.278407, 1.478205, -2.251657)  -0.0159
S (-2.176799, 0.528031, -0.348810)  -0.1075
C (0.633682, 2.029440, 3.616835)  0.0276
C (0.285190, 3.326703, 2.883525)  -0.0473
C (-0.536216, 4.281621, 3.750072)  -0.0021
Sb (-0.659047, 2.828289, 0.965549)  -0.0570
C (-0.099804, 4.512355, -0.292911)  -0.0097
C (-1.188645, 4.886833, -1.294983)  -0.0043
C (0.330536, 5.715687, 0.541053)  -0.0005
C (-2.705175, 3.237857, 1.560332)  -0.0156
C (-3.727776, 3.377821, 0.437657)  0.0036
C (-3.141305, 2.182010, 2.575798)  0.0044
H (1.175191, 2.243741, 4.545040)  -0.0002
H (1.277223, 1.396812, 3.001717)  -0.0066
H (-0.267224, 1.466334, 3.886436)  0.0018
H (1.218527, 3.827263, 2.628504)  -0.0018
H (-1.475113, 3.838738, 4.083154)  0.0000
H (-0.766656, 5.215154, 3.234049)  0.0008
H (0.034533, 4.541251, 4.647857)  -0.0009
H (0.753750, 4.115678, -0.841679)  0.0075
H (-1.970363, 5.479811, -0.817560)  -0.0002
H (-1.649656, 4.024780, -1.779323)  -0.0005
H (-0.746844, 5.502548, -2.083717)  -0.0005
H (-0.496184, 6.098447, 1.143519)  0.0004
H (0.644652, 6.523893, -0.126246)  -0.0007
H (1.167223, 5.501862, 1.210680)  -0.0002
H (-2.579056, 4.202515, 2.054253)  0.0002
H (-3.892825, 2.439324, -0.090128)  0.0000
H (-3.461838, 4.135338, -0.293602)  -0.0009
H (-4.684229, 3.672890, 0.884831)  -0.0008
H (-3.232451, 1.202755, 2.101822)  -0.0003
H (-4.127955, 2.444417, 2.970779)  0.0000
H (-2.462012, 2.093230, 3.424176)  0.0000

Cartesian forces (eV/Å) of the 2 atoms listed first:
-0.6 0.0 0.4
0.0 -0.2 -0.4